2 unconnected molecules or ions with the total composition C3H6ClNO in a non-equilibrium geometry. Source: OMol25; level of theory: ωB97M-V/def2-TZVPD.

Properties
Orbital gap (alpha / beta) in eV: 8.661 / 6.630
Charge: 0
Energy relative to the best compared isomer or geometry (same formula, charge and spin) in kcal/mol: 116.4
Highest occupied orbital energy (alpha / beta) in eV: -7.95 / -7.08
Multiplicity: 1
Electronic energy in eV: -19263.7179

Geometry as XYZ:
```
12
Properties=species:S:1:pos:R:3:lowdin_charge:R:1
C 0.72 2.08 0.79 -0.763
C -0.68 -0.90 0.44 -0.083
C -1.10 0.35 -0.17 -0.204
N 1.85 2.07 0.39 -0.015
O -1.01 0.75 -1.52 -0.011
Cl 0.16 2.97 2.14 0.546
H -0.64 -1.74 -0.34 0.112
H 0.40 -0.79 0.66 0.083
H -1.19 -1.15 1.33 0.068
H -1.67 1.00 0.32 0.044
H 2.73 2.27 1.01 0.105
H -0.62 0.00 -2.03 0.117
```